No. 1
Density functional theory data (the ωB97M-V functional and the def2-TZVPD basis) for C24H30N4O2 in the gas phase.

## Properties
frontier orbital gap: 8.7 eV
highest occupied orbital energy: -8.13 eV
max |F|: 1.0 eV/A

```
! RIJCOSX wB97M-V def2-TZVPD def2/J DEFGRID3
* xyz 0 1
C 2.6594 1.3688 3.0119
C 3.1203 0.4821 1.9102
C 4.3303 0.3429 1.3040
C 4.1707 -0.6654 0.3216
C 2.8739 -1.0766 0.3955
O 2.2300 -0.3775 1.3592
C 2.1569 -2.1799 -0.3275
C 2.7750 -3.5213 0.0885
H 3.8556 -3.4813 -0.0220
H 2.3977 -4.3304 -0.5301
H 2.5450 -3.7361 1.1297
C 0.6556 -2.1070 -0.0272
H 0.2874 -1.1521 -0.4059
C -0.1502 -3.2634 -0.6435
N -1.5909 -3.2184 -0.5284
C -2.1464 -3.0420 0.7915
C -2.3668 -1.5747 1.2012
H -1.4120 -1.0610 1.3101
H -2.8862 -1.5402 2.1609
C -3.2068 -0.8700 0.1328
N -3.4546 0.5093 0.4885
C -2.6059 1.5648 0.5683
C -3.3457 2.6472 0.9997
C -4.6381 2.1405 1.1617
N -4.6819 0.8596 0.8539
H -5.5229 2.6519 1.4839
H -2.9982 3.6468 1.1611
N -1.2433 1.5039 0.2310
C -0.7973 1.8046 -1.0263
O -1.5403 1.9870 -1.9643
C 0.6904 1.8398 -1.1445
C 1.3023 1.1474 -2.1831
C 2.6751 1.2010 -2.3369
C 3.4401 1.9664 -1.4730
C 2.8328 2.6731 -0.4488
C 1.4621 2.6042 -0.2773
H 0.9846 3.1738 0.5084
H 3.4286 3.2789 0.2173
H 4.5108 2.0171 -1.5998
H 3.1490 0.6530 -3.1375
H 0.6906 0.5734 -2.8635
H -0.5674 1.3844 0.9724
C -2.5498 -1.0215 -1.2380
C -2.3497 -2.5132 -1.5338
H -1.8575 -2.6386 -2.4997
H -3.3344 -2.9941 -1.5913
H -1.5840 -0.5221 -1.2526
H -3.1742 -0.5629 -2.0053
H -4.2030 -1.3277 0.1049
H -1.4977 -3.5402 1.5143
H -3.1201 -3.5477 0.8063
H 0.1647 -4.1961 -0.1623
H 0.0879 -3.3404 -1.7075
H 0.5264 -2.1216 1.0562
H 2.3179 -2.0460 -1.4040
H 4.9215 -1.0319 -0.3482
H 5.2258 0.8856 1.5282
H 3.5165 1.8467 3.4766
H 2.1205 0.7928 3.7628
H 1.9909 2.1426 2.6343
*
```

=====

No. 2
Density functional theory data (the ωB97M-V functional and the def2-TZVPD basis) for C24H30O3PdSiTe as an isolated structure.

## Properties
frontier orbital gap: 4.6 eV
highest occupied orbital energy: 0.02 eV
max |F|: 0.4 eV/A

```
! RIJCOSX wB97M-V def2-TZVPD def2/J DEFGRID3
* xyz -2 1
Pd 0.2844 -0.8349 -0.1521
C -1.6731 -1.8639 2.4490
O -2.3555 -2.2476 1.2762
C -3.6078 -2.7761 1.5586
C -4.3782 -3.1248 0.3049
O -4.6955 -2.0465 -0.5531
C -5.5130 -1.0483 0.0071
C -4.7184 0.1491 0.4902
O -4.0200 0.6969 -0.5891
C -2.9924 1.5759 -0.1662
H -1.5713 -2.7155 3.1369
H -2.2083 -1.0519 2.9635
H -0.6910 -1.5070 2.1327
H -4.2018 -2.0969 2.1911
H -3.5087 -3.7131 2.1392
H -5.3099 -3.6085 0.6437
H -3.8144 -3.8406 -0.2920
H -6.1107 -1.4547 0.8372
H -6.1983 -0.7102 -0.7762
H -4.0236 -0.1404 1.2837
H -5.4162 0.8920 0.9194
H -3.4055 2.4290 0.3914
H -2.4662 1.9301 -1.0481
H -2.2642 1.0476 0.4559
Te 0.1756 -3.4405 -0.9716
C 2.1203 -3.6034 -1.8328
C 2.5123 -4.7514 -2.5324
C 3.7791 -4.8716 -3.0935
C 4.7023 -3.8404 -2.9711
C 4.3337 -2.6926 -2.2768
C 3.0675 -2.5762 -1.7185
H 1.8048 -5.5667 -2.6407
H 4.0445 -5.7777 -3.6301
H 5.6913 -3.9294 -3.4080
H 5.0353 -1.8726 -2.1622
H 2.7850 -1.6768 -1.1772
C 5.4949 2.3405 -0.4210
C 5.1322 2.3451 0.9203
C 3.8463 1.9715 1.2983
C 2.8798 1.5719 0.3666
C 3.2852 1.5537 -0.9747
C 4.5603 1.9427 -1.3696
Si 1.0793 1.0142 0.8529
C 0.2601 2.7810 0.7455
C 0.2394 3.5099 -0.4523
C -0.4305 4.7195 -0.5791
C -1.1340 5.2488 0.4983
C -1.1346 4.5517 1.7000
C -0.4397 3.3512 1.8160
H 6.4962 2.6304 -0.7219
H 5.8547 2.6422 1.6747
H 3.5761 1.9906 2.3498
H 2.5835 1.1899 -1.7203
H 4.8340 1.9118 -2.4194
H 1.2814 1.0808 2.3695
H 0.7542 3.1031 -1.3187
H -0.4182 5.2476 -1.5276
H -1.6740 6.1843 0.4004
H -1.6756 4.9487 2.5541
H -0.4432 2.8288 2.7692
*
```

=====

No. 3
Density functional theory data (the ωB97M-V functional and the def2-TZVPD basis) for C24H31AuN5O2S7 as an isolated structure.

## Properties
frontier orbital gap: 7.0 eV
highest occupied orbital energy: -4.81 eV
max |F|: 0.1 eV/A

```
! RIJCOSX wB97M-V def2-TZVPD def2/J DEFGRID3
* xyz -1 1
Au -0.9345 -0.9685 -0.2229
S 0.8901 -5.6354 4.9699
C 0.4437 -4.5885 3.7782
S 0.5923 -4.9309 2.0937
C -0.0341 -3.4189 1.4842
C -0.4164 -2.5302 2.4128
S -1.0814 -0.9454 2.0613
S -0.2329 -3.0287 4.0768
S -0.1377 -3.1606 -0.2370
C -3.1248 1.5029 -5.3970
C -2.6216 0.0690 -5.2962
N -1.5562 -0.0896 -4.3169
C -0.2320 0.4294 -4.6935
C 0.1428 1.6934 -3.9297
C -1.7606 -0.6237 -3.1011
C -3.1730 -0.9166 -2.6821
N -0.7858 -0.9040 -2.2906
H -3.9054 1.5794 -6.1559
H -2.3160 2.1802 -5.6730
H -3.5336 1.8380 -4.4425
H -2.2281 -0.2573 -6.2619
H -3.4421 -0.6022 -5.0558
H -0.2758 0.6346 -5.7635
H 0.5271 -0.3407 -4.5575
H -0.5436 2.5114 -4.1625
H 1.1563 1.9889 -4.2013
H 0.1332 1.5293 -2.8516
H -3.8148 -0.0472 -2.8232
H -3.1934 -1.1961 -1.6341
H -3.5691 -1.7472 -3.2690
H 0.1827 -0.7536 -2.6050
C -3.3136 3.8653 0.7023
C -2.4625 3.4318 -0.4968
C -3.2736 3.5863 -1.7899
C -1.2020 4.3035 -0.5806
C -2.0580 2.0252 -0.3424
C -1.6996 0.8762 -0.2525
H -3.6113 4.9117 0.5946
H -2.7504 3.7565 1.6296
H -4.2125 3.2521 0.7782
H -3.5785 4.6277 -1.9242
H -4.1694 2.9632 -1.7593
H -2.6727 3.2866 -2.6503
H -1.4778 5.3544 -0.7036
H -0.5829 4.0004 -1.4259
H -0.6045 4.2010 0.3256
N 4.9611 -5.9780 -0.6309
C 4.5647 -4.8535 -1.3676
C 3.2136 -4.6278 -1.6339
C 2.8233 -3.5309 -2.3758
C 3.7725 -2.6438 -2.8663
C 5.1164 -2.8614 -2.6122
C 5.5121 -3.9660 -1.8736
S 3.2265 -1.1899 -3.7263
O 2.5150 -1.6138 -4.9131
O 4.4123 -0.3776 -3.9175
N 2.1586 -0.5341 -2.7618
C 2.5411 -0.0082 -1.5719
S 4.1632 0.5178 -1.1351
C 3.5727 0.9829 0.4208
C 2.2481 0.7295 0.5021
N 1.6696 0.1766 -0.6097
H 4.2490 -6.3212 -0.0043
H 5.8375 -5.8582 -0.1473
H 2.4642 -5.3016 -1.2334
H 1.7723 -3.3399 -2.5461
H 5.8419 -2.1477 -2.9784
H 6.5637 -4.1328 -1.6682
H 4.2223 1.3901 1.1775
H 1.6275 0.9118 1.3695
*
```